Here is a structure of composition C32H58Ge3N4O2S3Si3Y at a distorted geometry from OMol25. Energies are from the ωB97M-V functional and the def2-TZVPD basis.

Last column: Löwdin charge in e.
CARTESIAN COORDINATES (ANGSTROEM)
Y1 -0.3632 -0.7292 0.3208  0.810
S1 3.7214 -3.4237 0.3140  0.598
C1 2.2489 -2.7653 0.1137  -1.707
S2 2.1745 -1.1671 -0.7511  0.387
S3 0.7511 -3.2856 0.7288  0.500
C2 -2.5910 -1.3986 4.1855  -0.169
C3 -1.1053 -1.7849 4.3147  -0.347
Ge1 0.1559 -0.8898 3.0912  0.818
C4 1.9107 -1.6305 3.6167  -0.372
C5 3.1159 -0.8690 3.0505  -0.174
C6 0.3960 0.9712 3.6969  -0.284
C7 0.7386 2.0208 2.9494  -0.361
Ge2 0.7653 1.7871 0.9394  0.857
C8 2.6944 1.9736 0.4761  -0.399
C9 3.3483 3.3308 0.7963  -0.156
C10 -0.0436 3.3539 0.0023  -0.376
C11 -1.4733 3.7359 0.4099  -0.177
C12 1.2256 3.2832 3.6001  -0.248
C13 0.8900 4.5507 3.1139  -0.054
C14 1.3705 5.7070 3.7177  -0.081
C15 2.2148 5.6235 4.8175  -0.096
C16 2.5621 4.3729 5.3140  -0.083
C17 2.0727 3.2198 4.7139  -0.048
H1 -3.2222 -2.0186 4.8288  0.075
H2 -2.9506 -1.5360 3.1616  0.031
H3 -2.7553 -0.3543 4.4716  0.058
H4 -0.9829 -2.8590 4.1562  0.064
H5 -0.7344 -1.5525 5.3174  0.067
H6 1.9518 -2.6846 3.3368  0.038
H7 1.9115 -1.5774 4.7134  0.068
H8 3.1354 -0.8984 1.9599  0.010
H9 4.0560 -1.3112 3.3996  0.076
H10 3.1011 0.1834 3.3524  0.056
H11 0.3807 1.0766 4.7932  0.076
H12 2.8040 1.7614 -0.5948  0.022
H13 3.2255 1.1750 0.9992  0.027
H14 2.8979 4.1450 0.2193  0.059
H15 4.4159 3.3074 0.5518  0.067
H16 3.2591 3.5848 1.8532  0.052
H17 -0.0112 3.1282 -1.0687  0.034
H18 0.6346 4.1996 0.1531  0.045
H19 -2.1846 2.9458 0.1559  0.035
H20 -1.8048 4.6450 -0.1043  0.074
H21 -1.5517 3.9152 1.4877  0.055
H22 0.2370 4.6336 2.2538  0.076
H23 1.0909 6.6777 3.3189  0.103
H24 2.6027 6.5238 5.2802  0.099
H25 3.2253 4.2940 6.1686  0.102
H26 2.3702 2.2485 5.0942  0.106
N1 -2.0664 -2.2312 0.5587  0.024
C18 -3.0522 -2.8287 0.6811  -0.174
C19 -4.2753 -3.4788 0.8380  -0.249
C20 -4.4952 -4.7340 0.1850  -0.237
N2 -4.6637 -5.7342 -0.3673  0.128
C21 -5.2996 -2.7841 1.5604  -0.232
N3 -6.0740 -2.1550 2.1397  0.128
N4 -4.5016 1.7912 3.0634  0.036
C22 -4.4856 0.9736 1.8491  -0.124
C23 -3.0671 0.7985 1.3517  -0.533
O1 -2.1473 1.1182 2.2165  0.036
O2 -2.7372 0.3631 0.2559  -0.044
H27 -4.7005 2.7601 2.8640  0.093
H28 -2.6321 1.4855 2.9958  0.113
H29 -5.1895 1.4602 3.7248  0.097
H30 -5.1018 1.3498 1.0352  0.138
H31 -4.8459 -0.0195 2.0824  0.092
C24 4.0116 -0.2954 -3.5515  -0.220
Si1 2.2117 -0.1066 -3.9880  0.327
C25 1.6664 1.6615 -3.7092  -0.214
C26 2.0246 -0.4683 -5.8110  -0.216
Ge3 0.7413 -1.4618 -2.6090  0.520
Si2 -1.5113 -0.4799 -3.0088  0.358
C27 -2.8895 -1.6274 -2.4952  -0.206
C28 -1.3921 -0.5756 -4.8807  -0.215
C29 -1.8893 1.3017 -2.6382  -0.196
Si3 0.7619 -3.8028 -3.2753  0.343
C30 -0.3663 -4.9327 -2.3393  -0.211
C31 2.5463 -4.3065 -3.2396  -0.204
C32 0.1893 -3.7608 -5.0534  -0.221
H32 4.5309 0.6502 -3.7507  0.040
H33 4.4791 -1.0763 -4.1640  0.035
H34 4.1689 -0.5537 -2.5022  -0.009
H35 2.3839 2.3695 -4.1462  0.044
H36 1.5687 1.8954 -2.6409  0.012
H37 0.6928 1.8326 -4.1883  0.014
H38 2.7217 0.1740 -6.3684  0.043
H39 1.0091 -0.2544 -6.1685  0.015
H40 2.2609 -1.5120 -6.0561  0.024
H41 -2.5205 -2.6156 -2.2145  0.013
H42 -3.5785 -1.7516 -3.3378  0.044
H43 -3.4490 -1.2243 -1.6491  0.018
H44 -0.7621 -1.4032 -5.2315  -0.010
H45 -0.9799 0.3548 -5.2946  0.033
H46 -2.3980 -0.7211 -5.2925  0.048
H47 -2.0115 1.5152 -1.5768  -0.010
H48 -2.8357 1.5390 -3.1415  0.057
H49 -1.1134 1.9599 -3.0374  0.017
H50 -0.3136 -4.7722 -1.2647  -0.029
H51 -0.0725 -5.9738 -2.5372  0.048
H52 -1.4082 -4.8096 -2.6599  0.033
H53 2.8669 -4.5933 -2.2364  0.004
H54 3.1897 -3.4827 -3.5711  0.028
H55 2.7037 -5.1592 -3.9140  0.044
H56 -0.8760 -3.5111 -5.1310  0.030
H57 0.3316 -4.7565 -5.4989  0.047
H58 0.7592 -3.0396 -5.6522  0.010

Force components x, y, z for each atom (eV/Å):
-0.8 -1.4 -1.5
0.0 0.0 0.0
0.1 0.0 0.1
-0.4 0.1 -0.3
-0.3 0.4 -0.1
0.2 -0.1 0.1
-0.7 -0.1 -0.4
0.9 0.7 1.7
0.3 0.0 -0.2
-0.1 -0.1 0.2
-0.2 0.0 0.2
0.0 0.4 0.0
0.8 0.9 0.9
0.1 0.3 -0.1
-0.1 -0.2 -0.1
-0.3 0.1 0.1
0.1 0.1 -0.1
-0.1 -0.1 0.0
0.0 0.0 0.0
0.0 -0.1 0.0
0.0 0.0 0.0
0.0 0.0 0.0
0.0 0.0 -0.1
0.1 0.1 0.0
0.0 0.0 0.1
0.0 -0.1 0.0
0.0 0.0 0.1
0.1 0.0 0.0
0.0 0.0 0.0
0.0 0.0 -0.1
0.0 0.0 0.0
-0.1 0.1 -0.1
0.0 -0.1 0.0
0.1 0.0 -0.2
0.0 0.0 0.1
0.0 0.0 0.0
0.0 -0.1 0.1
-0.1 0.0 0.0
0.0 0.0 0.0
0.0 0.0 0.0
-0.1 -0.1 0.0
0.0 0.1 0.0
0.0 -0.1 0.1
0.0 0.0 -0.1
0.1 0.0 0.1
0.0 -0.1 0.0
0.0 -0.1 0.0
0.0 0.0 -0.1
0.0 0.0 0.0
-0.1 -0.1 0.2
-1.2 -0.6 0.2
0.1 0.1 -0.1
0.0 0.3 0.2
0.1 0.3 0.2
0.6 -0.3 -0.5
0.0 0.1 0.1
0.2 -0.2 -0.2
0.0 0.3 -0.1
-0.1 0.0 -0.1
0.1 0.1 0.2
0.1 -0.1 0.1
0.0 0.1 0.0
0.1 0.0 0.2
0.0 -0.1 0.0
0.0 0.0 -0.1
-0.2 -0.4 0.0
0.3 -0.2 0.1
-0.2 0.2 -0.1
-0.1 0.3 0.1
-0.1 -0.1 -0.3
0.5 -0.1 -0.2
0.0 -0.2 -0.4
-0.1 -0.1 0.2
0.4 -0.1 -0.3
0.1 0.3 0.3
-0.1 0.3 -0.1
-0.2 -0.2 0.1
0.3 -0.1 0.0
-0.1 0.0 -0.3
-0.1 -0.1 0.0
-0.1 0.1 0.1
0.1 0.1 -0.1
-0.1 -0.1 0.1
0.0 0.0 -0.2
0.2 0.0 0.1
-0.1 -0.1 0.1
0.3 -0.1 0.0
0.0 0.2 0.0
-0.1 0.0 0.0
0.1 0.1 0.1
0.0 -0.1 0.0
-0.3 0.3 0.0
-0.1 -0.2 0.1
0.1 0.0 0.1
0.0 0.1 -0.1
0.1 0.0 0.1
-0.1 -0.1 0.0
0.0 0.0 0.0
-0.1 0.2 0.0
0.2 0.0 0.1
0.0 0.0 0.0
0.0 -0.1 0.0
0.0 0.1 0.1
0.2 -0.1 0.0
0.0 0.2 0.1
-0.1 -0.2 0.1

Its frontier orbital gap (alpha / beta) is 7.0 / 5.3 eV. The energy above the lowest of the compared OMol25 structures with the same formula, charge and spin is 234.67 kJ/mol. The calculation puts the lowest unoccupied orbital energy (alpha / beta) at -0.76 / -2.45 eV. Its expectation value of S² is 0.7577. The spin multiplicity is 2.

Here is a cluster of 19 separate species, C32H59Cl36O4 in total at a distorted geometry from OMol25. Energies are from the ωB97M-V functional and the def2-TZVPD basis.

Last column: Löwdin charge in e.
CARTESIAN COORDINATES (ANGSTROEM)
C1 2.3466 2.0208 -2.3170  -0.166
C2 1.4446 1.8980 -1.2361  -0.085
C3 0.4338 1.9620 0.0593  -0.179
C4 0.5708 0.6358 1.0656  -0.192
C5 -0.3963 -0.6144 0.6389  -0.115
C6 0.3015 -1.7505 -0.3136  -0.299
C7 1.8189 -2.2096 0.1790  -0.114
O1 2.4315 -3.2304 -0.7352  -0.193
C8 3.6284 -3.6937 0.0035  -0.228
C9 4.7487 -4.2292 -1.1020  -0.172
C10 5.6893 -2.9045 -1.4587  -0.230
C11 7.0833 -3.2790 -2.2427  -0.282
C12 7.6574 -1.8817 -2.8987  -0.155
O2 0.4650 -1.1626 -1.6516  -0.194
C13 -0.6993 -1.3997 -2.5182  -0.111
C14 -0.7393 -3.0596 -0.2891  -0.374
O3 -2.0345 -2.8478 0.0508  -0.168
O4 -0.3572 -4.4334 -0.6484  -0.238
H1 3.2847 2.1260 -3.0472  0.060
H2 -0.6913 2.2046 -0.2163  0.122
H3 0.7882 2.8799 0.7360  0.105
H4 1.6954 0.3659 1.2414  0.109
H5 0.1639 1.0249 2.1185  0.043
H6 -0.8463 -1.1037 1.6031  0.101
H7 -1.3143 -0.1398 0.0428  0.132
H8 1.7882 -2.7017 1.2653  0.091
H9 2.5895 -1.2980 0.1551  0.136
H10 3.3417 -4.5487 0.7518  0.128
H11 4.1149 -2.8148 0.6188  0.110
H12 4.2006 -4.6422 -2.0721  0.126
H13 5.3900 -5.1440 -0.6962  0.090
H14 5.9826 -2.4103 -0.4332  0.094
H15 5.0345 -2.1943 -2.1484  0.126
H16 6.9455 -4.1345 -3.0389  0.111
H17 7.8485 -3.6540 -1.4202  0.033
H18 6.7668 -1.1322 -3.1089  0.075
H19 8.3485 -1.3523 -2.1050  0.051
H20 8.2159 -2.0551 -3.9191  0.071
H21 -0.6961 -2.4838 -3.0175  0.121
H22 -0.5792 -0.6515 -3.4409  0.098
H23 -1.7382 -1.1251 -2.0327  0.101
C15 0.9979 4.8304 -5.1267  -1.041
Cl1 1.5799 3.7067 -3.8925  0.540
Cl2 -0.0396 4.0074 -6.2978  0.503
H24 0.4263 5.6260 -4.6425  -0.051
H25 1.8557 5.2589 -5.6507  -0.002
C16 -4.2899 -5.0666 0.2926  -1.013
Cl3 -4.9490 -6.1324 1.5392  0.489
Cl4 -5.4946 -4.7267 -0.9557  0.489
H26 -3.9819 -4.1258 0.7552  0.012
H27 -3.4260 -5.5508 -0.1692  0.037
C17 -2.4991 5.9576 -3.0667  -1.004
Cl5 -0.8793 5.6075 -2.4515  0.554
Cl6 -2.5714 5.7519 -4.8210  0.525
H28 -3.2127 5.2751 -2.5988  0.041
H29 -2.7586 6.9896 -2.8185  -0.031
C18 -1.5180 1.9758 4.9317  -1.011
Cl7 -2.2959 1.0475 3.6441  0.555
Cl8 -0.2231 2.9934 4.2891  0.501
H30 -2.2649 2.6121 5.4127  0.030
H31 -1.0961 1.2836 5.6644  -0.038
C19 0.3074 -1.2337 4.2890  -1.002
Cl9 0.2504 -0.8514 6.0139  0.529
Cl10 1.8623 -1.9494 3.8472  0.530
H32 -0.4900 -1.9432 4.0552  0.026
H33 0.1632 -0.3146 3.7159  -0.033
C20 8.9760 -4.0906 1.3996  -1.005
Cl11 7.2798 -4.5413 1.6105  0.536
Cl12 9.1275 -2.6189 0.4320  0.545
H34 9.4232 -3.9182 2.3816  0.025
H35 9.5002 -4.9048 0.8934  0.031
C21 0.2848 6.8310 4.0466  -1.028
Cl13 -1.1795 6.8211 3.0563  0.494
Cl14 1.4774 5.6809 3.4302  0.483
H36 0.7175 7.8343 4.0319  0.026
H37 0.0230 6.5571 5.0715  0.027
C22 2.1536 0.5369 9.5425  -1.052
Cl15 0.4574 0.0862 9.7534  0.493
Cl16 2.3051 2.0086 8.5749  0.494
H38 2.6007 0.7093 10.5245  0.029
H39 2.6777 -0.2773 9.0363  -0.070
C23 -8.0512 -7.6435 3.4863  -1.016
Cl17 -7.4692 -8.7672 4.7205  0.488
Cl18 -9.0886 -8.4664 2.3152  0.515
H40 -8.6228 -6.8479 3.9705  0.030
H41 -7.1934 -7.2150 2.9623  -0.018
C24 -0.5279 8.1969 -7.3495  -1.021
Cl19 1.0960 7.5496 -7.0876  0.544
Cl20 -0.4919 9.9563 -7.5179  0.488
H42 -0.9420 7.7607 -8.2618  0.037
H43 -1.1576 7.9340 -6.4961  0.002
C25 2.3322 6.6621 -0.6443  -1.013
Cl21 2.0927 5.1316 -1.4958  0.504
Cl22 3.9646 6.7684 0.0259  0.493
H44 2.1811 7.4867 -1.3451  0.029
H45 1.6077 6.7330 0.1706  0.013
C26 -3.5017 2.5616 -6.5446  -1.043
Cl23 -4.9852 3.4998 -6.7538  0.479
Cl24 -2.8540 2.0394 -8.1044  0.497
H46 -2.7568 3.1816 -6.0398  -0.052
H47 -3.7209 1.6801 -5.9372  0.037
C27 -5.8988 7.9782 -5.1783  -1.024
Cl25 -4.8286 8.0966 -3.7763  0.542
Cl26 -7.5716 8.3375 -4.7338  0.505
H48 -5.5711 8.6927 -5.9374  -0.061
H49 -5.8475 6.9634 -5.5803  0.028
C28 0.0981 -5.3766 4.1289  -1.023
Cl27 1.1682 -5.2582 5.5309  0.477
Cl28 -1.5748 -5.0173 4.5734  0.498
H50 0.4257 -4.6621 3.3699  0.010
H51 0.1493 -6.3914 3.7270  0.031
C29 5.1576 -0.0887 6.5254  -0.999
Cl29 4.4985 -1.1546 7.7721  0.551
Cl30 3.9529 0.2512 5.2772  0.501
H52 5.4656 0.8521 6.9881  0.027
H53 6.0215 -0.5730 6.0637  0.029
C30 -6.0341 -9.6522 0.3312  -1.036
Cl31 -6.7972 -10.5672 -0.9747  0.495
Cl32 -4.8120 -10.6245 1.1595  0.484
H54 -5.5569 -8.7634 -0.0887  0.014
H55 -6.7999 -9.3543 1.0515  -0.026
C31 -5.3847 11.2868 -7.9517  -1.007
Cl33 -6.1478 10.3718 -9.2575  0.507
Cl34 -4.1627 10.3145 -7.1234  0.536
H56 -4.9075 12.1756 -8.3716  0.030
H57 -6.1505 11.5847 -7.2314  0.033
C32 -3.2781 -10.0585 4.7278  -1.016
Cl35 -3.9052 -8.7564 3.7099  0.458
Cl36 -4.5811 -11.1180 5.2799  0.482
H58 -2.5612 -10.6475 4.1507  0.029
H59 -2.7816 -9.6222 5.5979  0.028

Force components x, y, z for each atom (eV/Å):
-4.9 -1.5 8.3
5.8 1.1 -6.5
1.2 0.3 0.3
-0.8 0.6 0.4
0.1 0.4 -0.1
0.0 -0.6 0.5
-0.1 -0.1 -0.2
1.1 1.2 2.8
0.5 -0.8 -0.9
-0.2 0.5 0.1
-0.1 -1.3 -0.4
-0.1 0.6 0.5
-0.3 0.0 0.1
-1.8 -1.3 0.5
-0.3 0.6 -1.9
-3.4 -5.6 -0.5
5.7 0.1 -1.2
-1.1 7.5 1.9
-2.7 -0.6 2.3
2.4 -0.8 0.2
-0.5 -1.8 -1.8
-2.1 0.5 -0.6
0.9 -0.7 -2.3
0.9 0.8 -1.9
2.0 -1.3 1.3
-0.2 1.3 -2.3
-1.9 -1.7 0.2
0.3 1.5 -1.3
-0.9 -1.6 -1.1
1.0 1.1 2.1
-1.3 2.1 -0.6
-0.7 -0.7 -2.1
1.4 -1.3 1.7
0.1 1.8 1.5
-1.6 0.6 -2.0
1.8 -1.6 0.4
-1.2 -1.0 -1.8
-0.9 0.4 2.2
-0.1 2.2 1.6
0.0 -1.5 2.1
2.2 -0.9 -0.7
0.4 0.4 0.0
-0.8 0.4 -1.7
0.0 0.0 -0.3
0.1 -0.3 -0.2
-0.3 -0.2 0.0
0.6 0.5 -0.2
-0.1 -0.3 0.3
-0.1 0.0 -0.1
0.0 -0.3 -0.2
-0.2 0.2 0.1
-0.2 0.1 0.4
-0.3 0.1 0.2
-0.1 0.1 0.0
0.2 0.1 -0.2
0.2 -0.3 -0.2
-0.2 0.0 0.4
-0.1 0.0 0.1
0.0 0.0 0.1
0.2 -0.1 -0.3
-0.1 0.2 -0.3
-0.2 0.0 -0.4
0.0 0.0 0.2
-0.1 0.0 0.0
0.2 0.1 0.1
0.2 -0.3 0.2
0.2 -0.2 0.2
0.1 -0.1 0.1
0.3 0.1 0.3
-0.2 0.0 -0.3
-0.2 0.2 0.0
0.1 0.1 0.3
0.0 0.1 0.0
0.1 0.2 0.0
-0.1 -0.3 -0.1
0.0 -0.1 -0.3
0.2 -0.2 0.2
0.0 -0.1 0.1
0.1 0.0 0.0
-0.2 0.1 -0.2
-0.4 0.4 0.1
0.2 0.4 0.1
0.0 0.1 0.0
-0.1 0.1 -0.1
0.1 -0.3 -0.1
-0.2 -0.2 0.1
-0.3 -0.3 0.0
-0.1 0.0 -0.1
-0.1 0.0 0.0
0.2 0.2 0.2
0.2 0.1 -0.1
-0.4 0.1 0.0
0.2 0.7 0.8
0.1 0.1 0.1
0.2 -0.2 0.1
0.2 -0.1 -0.1
0.3 -0.2 0.4
-0.1 0.1 0.1
0.1 0.0 0.1
-0.2 -0.1 -0.2
0.0 0.2 -0.3
0.0 -0.2 -0.5
-0.2 0.2 -0.1
0.0 0.0 -0.1
-0.1 -0.2 0.4
0.0 0.2 0.3
0.1 -0.1 -0.5
0.1 0.0 0.0
0.0 0.0 -0.1
-0.1 -0.1 0.2
-0.1 0.3 0.2
0.3 0.4 -0.3
0.3 -0.2 0.0
0.3 0.1 0.1
-0.2 -0.3 0.0
-0.3 0.0 0.1
0.0 0.4 0.1
-0.1 0.0 -0.1
-0.1 -0.1 -0.2
-0.1 -0.3 0.1
0.2 -0.2 -0.2
-0.2 0.3 0.0
0.0 0.1 0.0
0.2 0.2 0.0
0.0 -0.3 0.1
0.2 -0.2 -0.2
0.3 0.1 0.0
0.3 0.2 0.3
0.0 -0.1 0.1
-0.3 0.1 0.1
-0.2 -0.1 -0.2

Its total charge is -1. Its frontier orbital gap is 6.2 eV. The calculation puts the lowest unoccupied orbital energy at 1.39 eV. The spin multiplicity is 1.

Number 1: DFT total energy -270912.371 eV. Number 2: DFT total energy -493128.602 eV.